[1]
Here is a 13-piece molecular cluster, C59H97N11O15 overall at a distorted geometry from the OMol25 dataset. Energies are from ωB97M-V/def2-TZVPD.

Structure (XYZ):
```
182
Properties=species:S:1:pos:R:3:forces:R:3:mulliken_charge:R:1
C 6.47901 3.54924 5.78991 -1.14 0.41 -1.63 -1.496
C 6.39209 3.45636 4.18629 -0.69 -0.84 -0.61 1.076
C 4.86769 3.49787 3.71655 0.55 1.15 0.59 -1.064
C 4.23954 4.89430 3.92341 0.13 0.41 -0.08 -0.649
C 4.99426 5.98806 3.17093 0.30 -0.50 -0.15 -1.129
C 6.50951 6.03034 3.50248 0.45 1.34 -1.53 1.233
N 7.07541 4.63057 3.45752 5.74 -0.56 0.80 0.506
O 8.50339 4.50870 3.27588 -6.93 0.60 0.84 -0.440
C 6.75052 6.72593 4.87045 0.42 -0.51 0.19 -1.582
C 7.23801 6.99248 2.42069 -0.23 -0.83 0.25 -1.569
C 7.00192 2.08698 3.68039 0.45 0.62 0.76 -1.616
H 5.75018 4.29026 6.11826 0.36 0.35 -0.01 0.373
H 7.45938 3.76969 6.21224 -0.07 -0.34 -0.22 0.318
H 5.98196 2.64660 6.14526 0.70 -0.40 0.06 0.427
H 4.22223 2.79028 4.23694 0.50 -0.30 0.26 0.430
H 4.84698 3.21594 2.66385 0.00 0.15 -0.11 0.411
H 4.17850 5.21513 4.96333 0.22 -0.47 0.31 0.312
H 3.19161 4.91749 3.62440 0.01 -0.25 -0.27 0.422
H 4.58234 6.97250 3.39302 0.03 0.03 0.14 0.414
H 4.84220 5.84150 2.10159 0.26 -0.08 -0.14 0.427
H 7.82091 6.71877 5.07618 0.03 -0.17 0.12 0.383
H 6.21623 6.27115 5.70460 0.07 -0.08 -0.14 0.308
H 6.46698 7.77815 4.84721 -0.22 -0.11 -0.37 0.449
H 8.31968 6.87491 2.35542 -0.07 -0.22 0.49 0.388
H 7.03909 8.03974 2.64822 -0.14 -0.12 0.39 0.385
H 6.89725 6.87523 1.39198 -0.35 -0.52 0.10 0.404
H 6.52128 1.20721 4.10828 -0.65 0.38 0.32 0.391
H 8.02215 1.98412 4.05007 0.17 0.26 -0.33 0.399
H 6.97704 1.91020 2.60511 0.05 0.59 -0.04 0.402
C 3.30696 13.27400 -4.31157 -0.05 1.19 -0.12 -0.793
N 2.26318 12.40864 -3.76319 0.22 -1.01 1.03 0.062
C 0.99032 12.53430 -4.15838 -2.07 -1.28 0.62 -0.147
C -0.04474 11.66318 -3.65610 2.01 1.28 -1.10 -0.668
C 0.31134 10.60925 -2.82137 0.50 -0.47 1.66 0.736
C 1.66603 10.48130 -2.37386 0.08 1.86 -2.08 -0.803
C 2.59027 11.41959 -2.87095 -0.40 -1.63 0.28 -0.291
C -0.63943 9.64693 -2.20377 -0.62 0.10 0.52 0.566
C -1.40816 8.76353 -2.99379 -1.73 -0.07 0.70 -0.720
C -2.33790 7.87525 -2.42381 1.42 1.00 0.13 -0.140
N -2.46468 7.81778 -1.07151 -0.87 -1.42 -0.42 -0.006
C -1.75814 8.64432 -0.28640 0.82 1.28 0.06 -0.265
C -0.84159 9.60466 -0.77767 -0.96 -1.97 -1.06 -0.739
C -3.42480 6.78376 -0.46472 0.06 0.66 0.24 -0.851
H 2.99248 13.55888 -5.31557 0.52 -0.46 -0.18 0.296
H 4.32131 12.88695 -4.21458 -0.39 -0.62 -0.43 0.297
H 3.38011 14.23539 -3.80317 -0.46 -0.04 0.51 0.357
H 0.82735 13.30562 -4.89656 -0.35 0.05 0.12 0.381
H -1.07370 11.82717 -3.94026 0.06 0.06 -0.18 0.477
H 1.94925 9.55836 -1.88974 0.41 0.33 0.39 0.559
H 3.65156 11.28400 -2.72368 0.02 0.12 0.26 0.349
H -1.48220 8.87292 -4.06568 0.56 -0.17 -0.12 0.451
H -2.93720 7.19665 -3.01265 -0.01 0.05 0.05 0.386
H -2.01401 8.55047 0.75865 0.30 0.14 0.16 0.481
H -0.32675 10.24078 -0.07292 0.01 0.05 -0.10 0.502
H -3.01291 6.27805 0.40862 0.64 0.06 -0.34 0.381
H -3.73992 6.04807 -1.20468 0.34 0.24 -0.08 0.284
H -4.31469 7.26545 -0.05953 0.02 0.41 -0.39 0.364
C 4.50886 -4.54354 0.36124 -0.79 -1.17 0.10 -1.026
C 4.63768 -5.81902 1.27046 0.71 1.26 -0.81 -0.561
N 3.33702 -6.35063 1.64737 -2.56 -1.83 0.79 0.196
C 2.68882 -6.14086 2.86957 -0.36 0.57 0.09 -0.392
C 1.44813 -6.71562 2.86674 1.24 -0.96 -1.74 -0.313
N 1.38325 -7.41770 1.66606 1.14 0.95 -1.21 0.104
C 2.53086 -7.20381 0.91374 -0.76 1.80 2.67 -0.258
C 0.23575 -8.25351 1.25602 1.02 -1.08 0.25 -0.814
H 3.94290 -3.74781 0.84560 0.36 0.05 0.33 0.329
H 3.87989 -4.82229 -0.48422 0.20 -0.02 -0.30 0.330
H 5.46543 -4.19223 -0.02562 -0.06 -0.09 0.27 0.365
H 5.19343 -5.54758 2.16800 -0.23 -0.27 0.13 0.314
H 5.18797 -6.61399 0.76717 -0.03 0.12 -0.06 0.374
H 3.09412 -5.58393 3.70141 0.34 0.12 -0.41 0.408
H 0.61469 -6.80108 3.54826 0.34 0.24 0.16 0.464
H 2.75348 -7.46802 -0.10951 -0.25 -0.39 0.09 0.490
H 0.70687 -9.22684 1.11896 -0.37 -0.13 -0.76 0.394
H -0.27263 -7.87976 0.36722 0.08 -0.05 0.26 0.282
H -0.42243 -8.47057 2.09732 -0.12 0.79 -0.05 0.312
C -1.74932 0.34562 -9.44777 0.39 0.66 -0.33 -1.100
C -1.94868 1.42357 -8.35291 0.73 -1.37 -0.09 -0.487
N -2.27226 2.78402 -8.89050 -1.59 2.05 -0.82 0.225
C -1.53724 3.55187 -9.79029 -0.17 1.40 -0.24 -0.408
C -2.23412 4.74356 -10.09077 0.09 -2.44 0.60 -0.406
N -3.45021 4.67966 -9.43868 1.44 -3.11 1.83 0.113
C -3.42017 3.47492 -8.69025 -0.02 0.85 -1.12 -0.126
C -4.51121 5.67734 -9.57795 -0.61 -0.27 -0.39 -0.827
H -1.47000 -0.62747 -9.04382 -0.24 0.18 0.49 0.369
H -0.91808 0.57854 -10.11327 -0.09 0.25 -0.14 0.340
H -2.65197 0.20522 -10.04241 0.00 0.09 0.05 0.323
H -1.08197 1.49541 -7.69583 0.31 0.39 -0.43 0.334
H -2.66279 0.96246 -7.67062 -0.90 1.11 -0.12 0.360
H -0.56317 3.22789 -10.12590 -0.12 0.11 0.02 0.404
H -2.08973 5.55657 -10.78687 0.53 -0.21 0.11 0.448
H -4.20603 2.99720 -8.12401 -0.31 0.61 0.10 0.433
H -5.36228 5.38399 -8.96336 0.18 0.19 0.04 0.315
H -4.83793 5.70302 -10.61751 -0.06 -0.37 -0.03 0.365
H -4.19639 6.70452 -9.39379 0.35 -0.31 0.60 0.321
C -1.23005 -1.99075 1.44825 0.15 -0.31 -0.42 -0.979
C -1.20979 -1.34858 0.02036 0.91 0.25 1.11 -0.266
N -1.04347 -2.26791 -1.12561 -2.85 -1.61 -1.36 0.123
C -0.07743 -2.19342 -2.11018 1.37 0.69 2.50 -0.428
C -0.16487 -3.24930 -2.93120 -1.05 -0.40 -0.31 -0.453
N -1.37228 -3.87415 -2.62120 0.37 2.86 2.75 0.140
C -1.91432 -3.24773 -1.52771 2.04 -0.19 -0.68 -0.219
C -1.86663 -5.06633 -3.19702 0.38 -0.32 -1.63 -0.881
H -0.28141 -1.90599 1.97833 0.39 -0.24 -0.53 0.292
H -1.50022 -3.04338 1.36413 -0.15 0.02 0.31 0.301
H -1.88208 -1.48981 2.16379 -0.57 -0.03 -0.58 0.337
H -0.27048 -0.79787 -0.02987 -0.40 0.60 -0.06 0.190
H -2.07621 -0.69353 -0.07088 0.15 -0.14 -0.56 0.358
H 0.69192 -1.48779 -1.83342 0.32 -0.05 -0.92 0.401
H 0.52399 -3.65633 -3.65659 -0.24 0.25 -0.17 0.529
H -2.81050 -3.58365 -1.02731 -0.05 0.21 -0.02 0.492
H -1.63874 -4.99025 -4.26022 -0.33 -0.11 -0.16 0.355
H -2.95138 -5.06366 -3.09023 0.25 -0.85 0.31 0.367
H -1.19729 -5.85637 -2.85656 -0.98 -0.61 0.32 0.340
C -3.90272 -4.42867 10.64994 0.02 0.26 -0.38 -0.980
C -2.33451 -4.28881 10.41927 -2.44 1.05 -0.55 -0.488
N -1.76731 -5.35180 11.18128 1.10 -3.56 1.25 0.218
C -1.55041 -5.36913 12.54360 0.15 1.83 0.69 -0.410
C -1.10475 -6.56654 12.95521 -0.65 -0.47 0.02 -0.338
N -1.14943 -7.38324 11.88167 0.73 -0.63 -3.43 0.077
C -1.55377 -6.62489 10.74928 0.86 -0.11 2.83 -0.135
C -0.46601 -8.75321 11.87058 0.19 0.67 0.04 -0.857
H -4.26027 -5.32632 10.14547 0.26 -0.55 0.68 0.307
H -4.68299 -3.75453 10.29667 1.03 1.03 -0.81 0.395
H -4.12445 -4.34056 11.71351 0.31 -0.86 0.19 0.323
H -1.95534 -3.33295 10.78070 0.06 -0.15 0.00 0.302
H -2.02074 -4.42878 9.38483 -0.26 0.15 0.01 0.309
H -1.66823 -4.49796 13.17095 -0.11 0.10 -0.33 0.394
H -0.86925 -6.98296 13.92348 0.09 0.41 -0.03 0.466
H -1.66214 -6.95259 9.72592 0.06 -0.18 0.19 0.392
H 0.52191 -8.75482 12.33113 0.07 1.05 0.16 0.377
H -0.21753 -9.05771 10.85390 -0.85 -0.13 0.03 0.316
H -0.96646 -9.48601 12.50354 -0.76 0.12 -0.66 0.332
C 3.05908 4.81325 -5.30124 -1.26 -1.50 -0.47 -0.835
C 4.05740 4.72790 -4.09008 -2.51 -2.46 1.10 0.530
O 3.89753 3.80944 -3.21463 -0.57 0.53 -1.37 -0.758
O 4.88613 5.58675 -4.06332 2.84 3.14 -0.21 -0.652
H 3.48830 4.74414 -6.30079 0.69 0.06 0.14 0.249
H 2.31493 5.60061 -5.42127 0.46 0.99 0.74 0.200
H 2.36242 3.97572 -5.26488 0.13 -0.60 0.15 0.268
C 6.29574 -7.93316 -4.98367 1.06 1.67 -0.09 -0.733
C 5.06386 -7.38555 -5.70349 -2.39 -0.90 -1.63 0.596
O 5.04670 -6.50749 -6.62503 1.44 -0.69 1.61 -0.696
O 3.99663 -7.97764 -5.37301 0.02 0.11 0.66 -0.671
H 6.17807 -7.82320 -3.90563 -0.20 0.14 0.08 0.152
H 7.07461 -7.24086 -5.30332 0.60 -0.19 0.22 0.270
H 6.64990 -8.95502 -5.11959 -0.61 -0.02 -0.61 0.252
C -7.11061 -9.60457 -8.02760 0.38 0.59 -0.38 -0.753
C -6.30498 -9.05471 -9.21984 -1.13 0.34 0.00 0.672
O -6.85023 -8.68826 -10.30890 0.08 -0.62 0.96 -0.583
O -5.09737 -8.86271 -9.05838 1.17 0.06 0.02 -0.520
H -7.54324 -10.57949 -8.25224 -0.32 0.27 0.01 0.235
H -7.81591 -8.81635 -7.76424 -0.62 -0.33 -0.31 0.235
H -6.51142 -9.67815 -7.12005 0.46 -0.26 -0.28 0.282
C -0.84278 3.29991 8.27785 -0.84 -0.27 0.26 -0.810
C -1.29146 4.66256 7.64202 0.18 -1.34 -0.62 0.513
O -2.15092 4.57411 6.75126 -0.77 -0.46 -0.66 -0.727
O -0.74363 5.68061 8.04001 1.07 1.41 1.02 -0.697
H -0.13409 3.40030 9.09991 0.15 0.05 -0.16 0.267
H -0.56331 2.51674 7.57313 0.61 0.39 -0.45 0.237
H -1.74498 2.82086 8.65818 -0.30 0.22 0.48 0.218
C -7.17796 -1.16277 -2.82939 0.74 -1.52 -1.43 -0.789
C -6.73962 0.10844 -3.57118 1.34 -1.43 3.62 0.513
O -5.59710 0.52253 -3.36561 3.53 -0.21 0.34 -0.760
O -7.57050 0.76619 -4.08723 -4.81 2.51 -3.48 -0.648
H -8.16412 -1.49764 -3.15105 -0.48 0.57 0.91 0.310
H -6.87695 -1.22027 -1.78336 -0.66 0.43 0.07 0.241
H -6.61840 -1.99279 -3.26073 0.66 -0.20 -0.15 0.177
C -4.00941 -13.08608 -2.67166 -0.77 -0.07 -1.09 -0.826
C -4.87492 -14.37784 -3.07438 1.70 0.27 0.56 0.623
O -5.25759 -15.06457 -2.08757 -0.12 0.48 -1.51 -0.622
O -4.98323 -14.63259 -4.31641 -0.31 0.22 1.68 -0.567
H -3.40401 -12.66110 -3.47227 0.19 -0.57 -0.41 0.301
H -3.35193 -13.23336 -1.81484 -0.41 -0.23 0.16 0.242
H -4.70520 -12.25947 -2.52784 -0.25 -0.09 0.64 0.218
C -7.24799 -3.52009 3.89634 -1.30 -0.87 -1.48 -0.801
C -6.23026 -4.67807 3.73649 0.88 -0.53 -0.88 0.521
O -5.49348 -4.85084 4.72968 0.42 -0.10 0.65 -0.702
O -6.15420 -5.35079 2.64824 -0.61 1.34 1.30 -0.732
H -8.04148 -3.76538 4.60225 0.46 -0.01 0.73 0.237
H -7.84862 -3.53951 2.98697 0.17 0.45 -0.45 0.281
H -6.88102 -2.50580 4.05333 0.35 -0.30 0.20 0.229
```
Forces are in eV/Å.

As for the orbital gap: 0.7 eV. The calculation puts the total energy at -109828.311 eV. The calculation puts the highest occupied orbital energy at -0.2001 hartree.



[2]
Here is a 3-piece molecular cluster, C27H38BrClF10N4O11PS overall at a distorted geometry from the OMol25 dataset. Energies are from ωB97M-V/def2-TZVPD.

Structure (XYZ):
```
94
Properties=species:S:1:pos:R:3:forces:R:3:mulliken_charge:R:1
C 1.39251 2.37708 -0.51119 0.24 -0.07 -0.10 -1.620
C 1.25672 0.87874 -0.83074 0.20 0.59 -0.15 -0.152
C 0.39180 0.63832 -2.06630 -0.09 0.08 -0.23 -0.251
Cl 1.27951 1.42684 -3.41321 -0.07 0.12 0.03 -0.106
C -0.12688 -0.80572 -2.32922 -0.06 0.12 -0.07 2.072
C -0.71112 -1.28405 -0.95536 0.19 0.12 0.30 -1.366
C -1.54059 -0.34473 -0.03917 -0.02 -0.03 -0.01 -1.658
S -2.96961 -1.24838 0.66635 0.08 0.06 0.05 -0.234
C -4.22824 -0.11102 0.30038 -0.43 -0.27 -0.26 0.491
N -5.37826 -0.38797 -0.22287 0.39 0.20 0.16 -0.257
N -6.07186 0.82107 -0.27715 0.11 0.06 0.05 -0.405
C -5.27465 1.70702 0.19319 -0.19 0.18 -0.03 0.023
O -4.08171 1.20383 0.59065 0.03 -0.08 0.04 -0.235
C -1.25365 -0.94398 -3.44005 -0.46 0.04 0.47 0.236
Br -3.08710 -0.51543 -2.80547 0.23 -0.03 0.09 0.132
C -1.08861 -0.11660 -4.74393 0.23 0.09 -0.19 0.059
C -1.64144 1.30161 -4.75435 0.08 -0.01 -0.32 -1.590
F -1.72795 -0.82389 -5.76024 0.02 0.13 0.03 -0.415
C -1.30103 -2.46204 -3.57189 0.22 -0.63 -0.20 0.496
C -2.45021 -3.32281 -3.99877 -0.08 -0.10 0.07 -1.250
C -3.13438 -3.01272 -5.33005 0.07 0.39 0.25 -0.112
N -3.16616 -3.81129 -6.29088 -0.04 -0.26 -0.39 -0.711
N -0.21621 -3.03228 -3.12097 -0.25 0.55 0.61 0.053
C -0.09109 -4.50421 -2.99780 -0.02 -0.13 -0.25 -1.841
O 0.02450 -5.00481 -4.28644 -0.25 0.09 -0.03 -0.291
C -0.12608 -6.42565 -4.37365 0.20 -0.21 0.04 -0.877
C 0.85217 -2.00834 -2.81775 0.10 -0.03 -0.20 1.208
C 2.03842 -2.41673 -1.81612 -0.79 0.10 0.13 0.517
F 2.47687 -3.66061 -2.07133 0.18 0.07 -0.42 -0.320
F 2.99633 -1.49840 -2.10957 0.04 -0.24 -0.10 -0.320
C 2.04082 -2.45345 -0.23067 0.55 -0.36 0.03 0.454
F 3.31179 -2.78407 0.07452 -0.26 0.14 0.03 -0.351
F 1.81734 -1.24058 0.30046 0.94 -0.94 0.61 -0.142
C 1.12921 -3.52441 0.46369 0.23 -0.22 -0.12 0.901
F -0.03280 -3.68194 -0.22039 0.30 -0.69 0.12 -0.168
F 1.76936 -4.70104 0.46420 -0.17 0.24 0.05 -0.329
C 0.75234 -3.14205 1.91851 0.01 -0.09 0.31 0.464
F 1.84797 -2.80433 2.60414 -0.44 -0.31 -0.24 -0.250
F 0.14547 -4.17855 2.49545 0.27 0.50 -0.16 -0.261
F -0.08836 -2.09340 1.89651 0.15 -0.37 0.21 -0.117
P 1.77492 -2.05979 -4.58131 0.05 -0.28 0.35 0.558
O 2.75599 -3.13455 -4.61294 -0.09 0.07 0.25 -0.702
O 2.30920 -0.64866 -5.03292 0.22 -0.15 0.06 -0.463
O 0.49173 -2.22017 -5.49178 0.38 0.01 -0.28 -0.409
H 1.50835 2.51701 0.56353 -0.09 0.04 -0.03 0.493
H 0.53473 2.95448 -0.86328 -0.03 -0.03 0.14 0.319
H 2.28248 2.79989 -0.98146 -0.15 -0.01 -0.03 0.368
H 0.87343 0.35622 0.03862 -0.26 0.60 -0.35 -0.131
H 2.25313 0.47382 -1.03625 -0.25 0.13 0.12 0.190
H -0.51425 1.24751 -1.97803 0.04 -0.17 0.06 0.563
H 0.15032 -1.52331 -0.34379 -0.89 0.24 -0.55 -0.849
H -1.24705 -2.22438 -1.06772 -0.19 0.41 -0.23 1.067
H -1.92769 0.54698 -0.51812 0.04 0.01 -0.06 0.901
H -0.94039 -0.02633 0.81384 -0.04 0.03 -0.17 0.655
H -5.43203 2.76874 0.30511 -0.03 -0.10 -0.03 0.431
H -0.03870 -0.07306 -5.01353 -0.08 -0.08 0.15 0.406
H -1.04453 1.88430 -5.45924 -0.08 -0.05 0.05 0.371
H -1.58817 1.80609 -3.79374 -0.08 -0.06 0.04 0.328
H -2.66950 1.28325 -5.12062 0.06 0.01 0.24 0.490
H -2.12273 -4.35755 -4.06035 0.02 0.15 -0.03 0.437
H -3.21678 -3.27616 -3.21140 0.14 0.18 -0.04 0.402
H -3.64428 -2.05877 -5.42344 -0.06 -0.07 0.09 0.433
H -2.64510 -4.67114 -6.11624 0.02 -0.01 0.02 0.257
H 0.76447 -4.73562 -2.38482 0.21 0.01 0.08 0.839
H -0.98677 -4.86777 -2.47629 0.03 0.09 -0.07 0.736
H 0.84735 -6.88131 -4.56862 -0.10 0.04 0.03 0.322
H -0.80619 -6.65573 -5.19540 0.09 0.08 0.05 0.259
H -0.53203 -6.84213 -3.44785 -0.02 0.02 -0.04 0.379
H 3.23077 -0.51772 -4.75749 -0.05 0.11 -0.10 0.411
H 0.69972 -2.03893 -6.42373 -0.24 -0.10 0.03 0.454
C 2.85030 -0.25873 4.13559 0.02 0.07 0.00 -0.605
O 2.34864 1.08027 4.20970 0.02 0.01 -0.04 -0.330
C 1.60940 1.32105 5.29796 -0.01 0.00 0.02 0.756
O 1.35052 0.51884 6.15496 -0.01 0.01 -0.01 -0.543
O 1.21013 2.58861 5.25926 0.01 0.01 -0.03 -0.307
C 0.40682 2.99153 6.37824 -0.08 0.15 0.10 -0.710
H 3.40894 -0.30831 3.20508 -0.01 -0.01 -0.01 0.194
H 3.50724 -0.47280 4.97611 -0.02 0.01 0.03 0.429
H 2.02638 -0.96756 4.13228 0.03 0.01 0.05 0.223
H 0.96600 2.88826 7.30584 0.01 -0.05 0.00 0.326
H -0.50357 2.39884 6.43370 0.03 -0.06 -0.01 0.365
H 0.16334 4.03604 6.20941 0.01 0.00 -0.03 0.201
C -0.27008 9.17672 8.75908 -0.06 0.02 0.02 -0.631
O -0.11789 7.99664 7.95871 0.02 -0.01 -0.01 -0.321
C 1.14369 7.69753 7.66101 0.00 0.00 0.01 0.748
O 2.11848 8.31542 7.99677 -0.01 0.00 0.00 -0.532
O 1.14625 6.58528 6.92001 -0.02 -0.01 -0.02 -0.242
C 2.44884 6.14320 6.52958 0.10 -0.17 -0.06 -0.608
H -1.33863 9.28450 8.91415 0.00 0.00 0.00 0.215
H 0.24114 9.05919 9.71199 0.03 0.00 -0.01 0.297
H 0.12677 10.04469 8.23716 0.03 0.00 0.00 0.297
H 3.05713 5.91173 7.40200 -0.01 0.06 0.03 0.332
H 2.95631 6.89213 5.92517 -0.04 0.07 0.04 0.331
H 2.28829 5.24273 5.94300 0.00 0.01 -0.01 0.120
```
Forces are in eV/Å.

As for the orbital gap: 7.6 eV. The charge is +1. The calculation puts the total energy at -186954.232 eV. The value obtained for the relative energy (zero: lowest compared OMol25 entry of this formula, charge and spin) is 0.0 kJ/mol. The calculation puts the highest occupied orbital energy at -0.4376 hartree.



Q: Which value of highest occupied orbital energy does entry 1 give?
A: -0.2001 hartree



Q: Among the records above, which one has the highest orbital gap?
A: C27H38BrClF10N4O11PS